# C4H7OP

A cluster of 2 separate species, C4H7OP in total (ωB97M-V/def2-TZVPD, the Open Molecules 2025 dataset).

Its HOMO energy (spin up / spin down) is -6.51 / -9.64 eV. As for the lowest unoccupied orbital energy (spin up / spin down): 0.03324 / -0.05806 Eh. The energy relative to the best compared isomer or geometry (same formula, charge and spin) is 104.68 kcal per mole. Its expectation value of S² is 2.013. Its frontier orbital gap (spin up / spin down) is 7.41 / 8.06 eV.

Structure (ORCA input):
```
! wB97M-V def2-TZVPD RIJCOSX def2/J DEFGRID3
* xyz 0 3
C -0.2069 -0.0563 -2.1732
P -0.2701 0.2266 1.4262
H -1.1194 -0.6665 -0.6227
H -1.6910 -1.5018 2.1904
H 1.5408 0.3696 -0.2129
H 1.1386 1.4081 -3.1984
C 0.3985 0.8491 -2.6767
O -0.5935 -1.0282 -1.3395
H -0.2542 -2.0075 0.9263
H 1.3262 1.8899 0.8112
H -0.7454 1.1675 2.2615
C 1.1462 0.8297 0.7430
C -0.6698 -1.4803 1.8649
*
```

# C3H14N2O2

A cluster of 3 separate species, C3H14N2O2 in total (ωB97M-V/def2-TZVPD, the Open Molecules 2025 dataset).

Its HOMO energy is -9.06 eV. Its structure (SMILES) is C[C@@H](N)CN.O.O. As for the lowest unoccupied orbital energy: 0.01944 Eh. The energy relative to the best compared isomer or geometry (same formula, charge and spin) is 25.85 kcal per mole. Its frontier orbital gap is 9.59 eV.

Structure (ORCA input):
```
! wB97M-V def2-TZVPD RIJCOSX def2/J DEFGRID3
* xyz 0 1
N 0.0368 -1.4211 2.4375
H 1.5138 1.1010 3.5246
O -2.1377 -0.5130 -4.1611
H 2.6301 -0.1525 -4.6879
C 0.5358 -0.1096 1.9562
H 0.1758 1.2442 0.3592
H 0.3548 1.9536 2.5196
H -2.9447 -0.3423 -4.6833
H -0.1487 -1.3816 3.4370
H 0.1128 -0.6617 -0.9521
H -1.2746 0.6716 1.2215
C 0.5678 0.9943 3.0040
N -0.6201 -0.6422 -0.2634
O 2.5217 0.7030 -4.3352
H -0.2682 0.8362 3.6876
H 2.4661 0.5977 -3.3757
C -0.3271 0.3538 0.7690
H -1.4468 -0.2691 -0.7146
H -0.9065 -1.5932 2.0933
H 1.5131 -0.3949 1.5358
H -2.3543 -0.9745 -3.3719
*
```

# C12H17BiN5O2S

A structure of composition C12H17BiN5O2S (ωB97M-V/def2-TZVPD, the Open Molecules 2025 dataset).

Its HOMO energy is -11.59 eV. As for the lowest unoccupied orbital energy: -0.13816 Eh. Its frontier orbital gap is 7.83 eV.

Structure (ORCA input):
```
! wB97M-V def2-TZVPD RIJCOSX def2/J DEFGRID3
* xyz 1 1
H 0.6273 -4.2408 0.1595
C 2.6163 0.4486 -2.1242
N 1.2519 -0.5577 -3.9435
C -1.8268 4.4711 0.5313
H 1.2790 0.1235 -4.6962
H 2.6639 -1.5628 -2.7643
H 1.1501 -2.7334 2.5617
H -0.5733 -3.8189 3.9912
C -1.3942 3.3832 -1.5327
H -1.6292 0.9911 2.9724
C -0.6400 0.8421 2.5335
C -1.4823 3.2924 1.1774
H 1.1875 -4.4793 2.3563
C -0.7283 0.9070 1.0440
H -1.5144 3.2350 2.2546
Bi -0.4248 0.0723 -2.0964
H -1.3611 -2.8242 2.7619
C 2.5473 -0.5874 -3.2374
H -2.0425 5.4222 -1.3911
C 0.5827 -3.5884 2.1941
C 0.0784 -2.3075 0.1476
H 0.0080 1.6408 2.8973
N 0.4297 -3.4494 0.7466
H -1.3418 3.3774 -2.6158
H -1.3015 -4.5833 2.5772
C -0.7475 -3.7098 2.9207
H -2.1256 5.3371 1.1061
N -1.0597 2.2589 -0.9130
H 1.0614 -1.4592 -4.3692
C -1.1007 2.1961 0.4176
C -1.7840 4.5240 -0.8498
N -0.1274 -1.2605 0.8994
N -0.4899 -0.1038 0.2795
S -0.0528 -2.4107 -1.6094
H 3.3967 -0.4344 -3.9001
O 3.6702 0.8395 -1.7125
O 1.4502 0.8654 -1.6290
H -0.2525 -0.1160 2.8548
*
```

# C28H43IN4NiO6Si

A structure of composition C28H43IN4NiO6Si (ωB97M-V/def2-TZVPD, the Open Molecules 2025 dataset).

Its HOMO energy (spin up / spin down) is -7.84 / -7.82 eV. As for the lowest unoccupied orbital energy (spin up / spin down): -0.01244 / -0.01498 Eh. The energy relative to the best compared isomer or geometry (same formula, charge and spin) is 4.45 kcal per mole. Its expectation value of S² is 2.006. Its frontier orbital gap (spin up / spin down) is 7.50 / 7.41 eV.

Structure (ORCA input):
```
! wB97M-V def2-TZVPD RIJCOSX def2/J DEFGRID3
* xyz 0 3
H 2.2583 5.0804 -0.0922
H -0.4681 3.8170 -3.5634
H 6.2691 -0.0309 1.7524
C 0.6731 -4.2716 -2.2468
C 3.9073 -0.7010 -0.5465
H 3.6895 -0.6781 -1.6100
C -2.7778 1.8259 0.6102
H 0.9114 -2.1160 -4.7893
C -4.6246 -3.9200 1.0595
H -1.1267 0.2037 -4.4158
H 1.6917 2.5833 -3.9911
H -1.4848 1.0514 2.1723
C -4.1508 1.5330 0.0290
H 0.8437 4.1855 2.5223
H -4.9320 1.6908 0.7790
C -0.1291 1.7093 -3.2324
C -3.3466 -3.5166 0.6970
H 2.7193 -2.2038 4.3042
H -2.9414 3.9566 0.2906
H -2.4646 -0.1809 1.3606
C 5.1348 -0.2984 -0.0503
C -3.9860 -3.8410 3.3781
H -4.3406 2.1933 -0.8228
H 4.4136 -0.7850 3.2206
Si -0.2186 1.3697 -0.4513
H -3.2234 0.9260 2.5345
H 5.9111 0.0432 -0.7222
H 2.7017 2.0887 -0.7298
C 0.9686 -2.9791 -2.9699
H 2.1264 -0.5366 4.2405
H -4.2358 -3.9645 4.4262
C -0.8967 0.3903 -3.3626
N 2.9202 -1.1183 0.2402
C -2.7103 -3.4332 3.0154
I 2.0336 -4.4770 -0.6268
H 0.7519 -5.1471 -2.8782
H -1.8318 0.4254 -2.7968
C 1.5768 3.2010 0.7501
H 1.7321 0.8132 -3.8387
C 1.9306 -1.6094 2.3944
Ni 1.0318 -1.8190 -0.2906
C -2.3836 -3.2743 1.6712
O 0.0910 -0.1473 -0.1926
H -3.0824 -3.3680 -0.3412
H -1.4282 2.7547 -4.6217
H 0.8247 1.5770 -5.1755
H 2.9287 1.5310 0.9477
C 5.3228 -0.3350 1.3217
H -4.1963 0.4954 -0.3171
H 1.8033 2.7272 2.8377
O 1.2931 -1.9484 -2.3769
C 1.1058 1.6687 -4.1213
N 0.9483 -2.0293 1.6993
C -2.7175 3.2671 1.1111
O 0.4094 2.3846 0.6953
H -0.3006 -4.2037 -1.7620
O -1.8520 1.6475 -0.4653
H -1.8614 2.9343 -2.9026
H -5.3730 -4.1002 0.2954
C 1.7221 3.6168 2.2045
C 2.8118 2.4161 0.3101
H -3.4458 3.4254 1.9122
C -4.9449 -4.0872 2.4018
O -0.7460 -2.8622 0.0046
H 0.9726 -1.8877 4.2593
C -1.0295 2.8792 -3.6101
N 0.8442 -2.9942 -4.2994
O 0.3546 1.9390 -1.9042
H 3.7112 3.0329 0.3951
N -0.2084 -2.4641 2.2464
H -5.9422 -4.4049 2.6873
C 1.9394 -1.5566 3.8886
H -1.9563 -3.2300 3.7632
C -1.0190 -2.8423 1.2497
C 4.2899 -0.7583 2.1454
C -2.4719 0.8446 1.7435
C 1.3784 4.4304 -0.1357
C 3.0860 -1.1479 1.5789
H 0.4981 -3.7980 -4.7907
H -1.7171 3.4877 1.4898
H -0.2973 -0.4330 -2.9662
H 1.2138 4.1195 -1.1710
H 2.6124 4.2357 2.3434
H 0.5048 4.9979 0.2006
*
```

Here are the calculated F_max numbers, same order: 3.37; 1.89; 0.22; 0.79 (eV Å⁻¹).
Here are the calculated calculated total energy numbers, same order: -15589.7252; -10412.6702; -40935.9552; -105008.7119 (eV).